#A
Formula: CH3N2PS
Source: the OMol25 dataset
Level of theory: wB97M-V/def2-TZVPD

Properties
2S+1: 1
Lowest unoccupied orbital energy (spin up / spin down), eV: -2.3 / -2.3
Frontier orbital gap (spin up / spin down), eV: 7.299 / 7.300

Atoms and positions in Å:
1 C -3.146 0.139 0.126
2 N -4.189 0.376 -0.263
3 N 0.682 0.847 0.071
4 P -0.342 -0.158 0.997
5 S -0.174 -1.880 -0.086
6 H 0.209 1.080 -0.791
7 H 0.882 1.699 0.571
8 H -1.423 -2.441 0.079

---

#B
Formula: CH3N2PS
Source: the OMol25 dataset
Level of theory: wB97M-V/def2-TZVPD

Properties
2S+1: 1
Lowest unoccupied orbital energy, eV: -0.3
Frontier orbital gap, eV: 9.291

Atoms and positions in Å:
1 N -3.862 1.282 0.381
2 C -3.235 0.406 0.019
3 S -2.206 -1.174 -0.578
4 P -0.823 -0.657 0.911
5 N -0.025 0.538 -0.018
6 H 0.162 -1.640 0.768
7 H 0.238 0.520 -0.949
8 H 0.271 1.343 0.404

---

Name the least stable of them. #A.

---

#A
Formula: C4H7I
Source: the OMol25 dataset
Level of theory: wB97M-V/def2-TZVPD

Properties
2S+1: 1
Lowest unoccupied orbital energy, eV: 0.4
Frontier orbital gap, eV: 9.745

Atoms and positions in Å:
1 C -0.172 1.387 -0.726
2 C 0.144 0.104 1.387
3 C -0.696 0.705 0.273
4 C 0.894 -0.896 0.987
5 I -2.677 0.101 0.729
6 H -0.970 1.701 -1.326
7 H 0.917 1.308 -0.989
8 H -0.015 0.686 2.311
9 H 0.120 -1.045 -1.798
10 H 1.392 -1.551 1.627
11 H 0.796 -1.077 -0.029
12 H 0.266 -1.423 -2.448

---

#B
Formula: C4H7I
Source: the OMol25 dataset
Level of theory: wB97M-V/def2-TZVPD

Properties
2S+1: 1
Lowest unoccupied orbital energy, eV: 0.4
Frontier orbital gap, eV: 8.500

Atoms and positions in Å:
1 C 0.020 1.955 0.726
2 C 0.289 0.529 0.649
3 C -0.916 -0.556 0.397
4 C -0.724 -2.008 0.145
5 I -2.747 0.182 -0.341
6 H -0.999 2.215 0.386
7 H 0.324 2.404 1.675
8 H 0.677 2.344 -0.077
9 H 1.103 0.027 1.272
10 H -1.216 -2.327 -0.889
11 H 0.349 -2.274 0.188
12 H -1.309 -2.723 0.744

---

Name the least stable of them. #A.

---

#A
Formula: C2HClN2O2
Source: the OMol25 dataset
Level of theory: wB97M-V/def2-TZVPD

Properties
2S+1: 1
Lowest unoccupied orbital energy, eV: -0.8
Frontier orbital gap, eV: 9.465

Atoms and positions in Å:
1 C 0.958 1.164 0.740
2 C 0.147 0.444 -0.330
3 N 0.137 2.152 1.363
4 N -1.028 2.106 0.994
5 O 2.094 0.966 1.031
6 O -1.381 1.253 0.131
7 Cl 0.489 0.939 -1.935
8 H -0.087 -0.608 -0.222

---

#B
Formula: C2HClN2O2
Source: the OMol25 dataset
Level of theory: wB97M-V/def2-TZVPD

Properties
2S+1: 1
Lowest unoccupied orbital energy, eV: -0.4
Frontier orbital gap, eV: 11.539

Atoms and positions in Å:
1 N -0.774 -0.761 -2.790
2 C -0.500 -0.567 -1.703
3 C 0.009 -0.448 -0.120
4 Cl -0.876 -1.813 0.640
5 N 1.609 -0.699 -0.059
6 O 2.238 0.294 -0.035
7 O 1.985 -1.805 -0.082
8 H -0.100 0.423 0.538

---

Name the least stable of them. #B.